1.
9
Properties=species:S:1:pos:R:3:forces:R:3 method="wB97M-V/def2-TZVPD" smiles=O.O.O homo_energy_ev=-10.975 orbital_gap_ev=11.74
O 0.7302 -0.1787 -2.3655 -0.1319 0.0926 -0.0965
H 0.9731 0.5558 -1.7929 -0.0150 -0.0116 0.0522
H 1.5640 -0.5830 -2.6112 0.1393 -0.1039 -0.0538
O -0.2803 1.2681 2.2352 0.0511 -0.1436 0.1325
H 0.4937 1.3419 2.8029 0.0819 0.2011 -0.0983
H -0.6005 0.3881 2.4534 -0.1647 -0.1184 -0.0024
O -0.5643 -1.1172 0.0498 0.0289 -1.0960 1.9735
H -0.4710 -1.1591 -0.8839 0.0402 0.7043 -1.2383
H -0.8781 -0.2830 0.3881 -0.0298 0.4754 -0.6688

2.
9
Properties=species:S:1:pos:R:3:forces:R:3 method="wB97M-V/def2-TZVPD" smiles=O.O.O homo_energy_ev=-11.368 orbital_gap_ev=11.92
O -1.2065 -22.9333 10.3604 0.2123 -0.0755 -0.1120
H -1.7784 -23.4008 10.9691 -0.1145 -0.1721 0.1471
H -1.5956 -22.0618 10.2867 -0.0623 0.2437 -0.0597
O 2.4291 -23.8970 7.7137 0.0812 0.0088 -0.2399
H 2.9802 -24.2691 8.4023 0.1538 -0.0969 0.1457
H 1.6444 -23.5951 8.1712 -0.2679 0.0911 0.1161
O -4.9197 -16.9157 10.4271 0.1515 0.1268 -0.0951
H -4.7236 -17.5870 11.0806 0.0895 -0.1460 0.1732
H -5.8599 -17.0019 10.2692 -0.2435 0.0202 -0.0753

3.
9
Properties=species:S:1:pos:R:3:forces:R:3 method="wB97M-V/def2-TZVPD" smiles=O.O.O homo_energy_ev=-10.612 orbital_gap_ev=11.09
O -21.4472 -17.7891 10.0415 4.0160 0.3986 0.1275
H -22.3611 -17.8723 9.9947 -2.7178 -0.2298 -1.0317
H -20.9579 -17.7913 9.1910 -1.2483 -0.0375 0.7036
O -24.3656 -17.6571 10.1183 -0.1421 2.1391 -0.2320
H -24.2464 -17.8220 11.0351 0.1824 -1.4003 1.5682
H -24.4937 -16.6863 10.2751 -0.0141 -0.7735 -1.2054
O -20.0857 -19.7819 11.5816 0.9633 4.3759 -0.3405
H -20.6175 -20.4892 11.3352 -1.6068 -1.7178 -0.8686
H -20.4336 -18.9199 11.0949 0.5674 -2.7545 1.2788

4.
9
Properties=species:S:1:pos:R:3:forces:R:3 method="wB97M-V/def2-TZVPD" smiles=O.O.O homo_energy_ev=-11.335 orbital_gap_ev=11.99
H 0.0119 2.0418 -0.2483 0.0044 -0.0942 0.1041
H -0.9710 0.9983 -0.7533 -0.1879 0.2419 -0.0969
H -0.9505 -0.5579 0.0774 0.0510 -0.0413 0.2237
H -2.0987 -1.3836 0.6342 -0.0381 0.0662 -0.1402
H 1.7507 -1.1121 0.4482 -0.0189 0.0185 -0.0952
H 2.7445 0.0082 0.1889 -0.0651 -0.0111 -0.0674
O -0.7438 1.5122 0.0298 0.1368 0.1247 -0.1370
O -1.7037 -1.0938 -0.1958 0.0288 -0.2807 0.0697
O 1.9606 -0.4130 -0.1812 0.0889 -0.0239 0.1393

5.
9
Properties=species:S:1:pos:R:3:forces:R:3 method="wB97M-V/def2-TZVPD" spin_multiplicity=3 s_squared=2.005 homo_energy_ev="-6.403 / -10.708" orbital_gap_ev="7.02 / 7.29"
Si -3.7231 -0.5605 0.1580 -1.9319 -2.7845 0.4239
Si 2.9419 0.4071 -0.1202 0.0943 -0.1227 0.0439
S -2.5985 1.0459 -0.1071 1.5664 2.2288 -0.3711
H -4.0817 -1.5287 -0.8696 0.2498 0.1727 -0.5129
H 2.6230 1.7373 -0.6207 -0.1044 0.3472 -0.1301
H -4.3316 -0.9705 1.4134 0.1257 0.3829 0.4597
H 2.5057 0.2786 1.2680 -0.1121 -0.0063 0.2846
H 4.3879 0.1971 -0.1868 0.2749 -0.0255 -0.0183
H 2.2764 -0.6062 -0.9350 -0.1629 -0.1927 -0.1797

6.
11
Properties=species:S:1:pos:R:3:forces:R:3 method="wB97M-V/def2-TZVPD" smiles=NN.NO homo_energy_ev=-8.556 orbital_gap_ev=9.68
H 1.8394 1.3210 -0.8194 -0.1478 -0.6875 0.6771
H 0.5901 0.8828 0.1148 -0.8499 -0.0442 -0.0998
H 2.2048 -0.8366 0.9698 -0.3399 0.2465 0.7539
H 2.8848 -0.6820 -0.3931 -0.6592 0.5646 -0.3168
H -2.6489 0.8926 0.9224 0.8479 0.1024 -2.2441
H -2.7777 -1.0714 -0.6189 0.2125 0.1307 0.3534
H -1.2342 -0.8468 -0.3373 1.8752 -0.3116 -0.6768
N 1.5842 0.8633 0.0722 1.4428 0.0391 -0.2582
N 1.9559 -0.5628 0.0353 0.4317 -0.0831 -0.7572
N -2.1095 -0.7088 0.0728 -2.0166 0.7432 -0.0356
O -2.2889 0.7486 -0.0184 -0.7965 -0.6999 2.6039

7.
12
Properties=species:S:1:pos:R:3:forces:R:3 method="wB97M-V/def2-TZVPD" smiles=NNNNN homo_energy_ev=-7.947 orbital_gap_ev=8.87
N -0.4335 -0.6925 -0.2541 5.0204 3.3191 -3.4213
N 0.1283 -0.0943 0.8669 -4.1745 -4.2061 5.1313
N 0.8028 0.0194 -1.0903 -1.2602 -1.3415 -2.7431
N -0.7398 -1.0753 1.9298 1.5167 1.9035 0.9607
N 0.9475 1.3348 -1.5598 -0.9433 -0.7377 0.9710
H -1.2577 -0.1802 -0.5820 0.0305 0.1049 -0.0699
H -0.2969 0.8111 1.0745 -0.1248 0.0071 -0.0238
H 1.6762 -0.4953 -1.0513 -0.7926 -0.0624 0.3106
H 0.1689 1.5839 -2.1629 0.2659 -0.0225 -0.0974
H -1.7249 -1.2339 1.7072 0.4051 0.4514 -0.6355
H -0.2688 -1.9762 1.9119 0.1131 0.4154 -0.3747
H 0.9977 1.9986 -0.7899 -0.0563 0.1688 -0.0080

8.
10
Properties=species:S:1:pos:R:3:forces:R:3 method="wB97M-V/def2-TZVPD" spin_multiplicity=2 s_squared=0.751 homo_energy_ev="-3.063 / -12.777" orbital_gap_ev="3.60 / 13.36"
O 1.4666 1.0125 -1.4627 0.6715 -0.0410 -0.0804
H 1.5181 1.2649 -2.3994 -0.1525 -0.0817 0.1018
H 2.3573 0.7316 -1.1855 -0.1362 0.0650 -0.0840
O -1.1111 -1.5408 1.3321 -0.3454 0.1005 0.3914
H -1.7441 -1.8289 2.0168 0.2695 0.1203 -0.3006
H -0.6917 -2.3074 0.9308 0.1069 -0.4189 -0.0589
O -0.4080 0.5771 0.1291 -0.5296 -0.6317 0.1130
H -0.7185 -0.2539 0.6796 0.4233 0.4373 -0.3928
H 0.4177 0.6115 -0.4960 -0.4189 0.0993 0.2026
H -0.7168 1.4377 0.5146 0.1114 0.3510 0.1078

9.
10
Properties=species:S:1:pos:R:3:forces:R:3 method="wB97M-V/def2-TZVPD" spin_multiplicity=2 s_squared=0.751 homo_energy_ev="-3.090 / -12.724" orbital_gap_ev="3.51 / 13.32"
O 1.4771 -0.2498 1.7451 1.1297 -1.0918 0.1369
H 1.7096 -1.0399 1.2034 -0.3421 0.0305 -0.0300
H 2.3582 -0.0415 2.1251 -0.5347 0.6818 0.0617
O -1.0613 0.0285 -1.9213 -0.3280 -0.5761 -0.9717
H -1.3338 -0.6809 -2.5338 0.1179 0.1299 0.2845
H -1.0835 0.8546 -2.4329 0.1118 0.1545 0.2203
O -0.5867 0.1543 0.4733 0.5314 -0.1771 1.4607
H -0.7446 -0.1200 -0.5400 0.5032 0.7460 0.7137
H 0.3157 0.1190 1.1313 -0.8076 -0.0765 -1.4859
H -1.0506 0.9758 0.7499 -0.3817 0.1787 -0.3903

10.
10
Properties=species:S:1:pos:R:3:forces:R:3 method="wB97M-V/def2-TZVPD" homo_energy_ev=-15.954 total_charge=+1 orbital_gap_ev=12.00
O 1.1874 -1.9311 -0.2654 0.8987 0.7008 0.2436
H 1.6409 -2.3088 -1.0418 -0.3141 0.1401 0.0572
H 1.8482 -1.9770 0.4446 -0.0756 -0.5867 0.1515
O -2.0458 1.3584 0.6409 -1.0720 0.3079 -0.3513
H -2.4844 2.0848 0.1581 0.5574 -0.1404 0.1696
H -2.8468 0.8792 0.9442 0.9536 -0.0559 0.0327
O 0.5510 0.3994 -0.2557 0.9072 3.3680 -0.5513
H 1.2703 1.0123 -0.5069 0.1185 -0.4607 -0.2506
H -0.0988 1.0860 0.1007 -0.7013 -2.0864 0.4281
H 0.9780 -0.6032 -0.2186 -1.2723 -1.1868 0.0706

11.
10
Properties=species:S:1:pos:R:3:forces:R:3 method="wB97M-V/def2-TZVPD" homo_energy_ev=-16.899 total_charge=+1 orbital_gap_ev=13.07
O 1.0653 -0.2358 2.1061 1.3089 1.0691 2.4058
H 1.6919 -0.9750 2.0212 -0.2691 0.1263 0.0215
H 1.3646 0.2079 3.0157 -1.1141 -1.1460 -2.9868
O -1.4637 -0.2075 -1.8864 0.2183 -2.0893 -1.6356
H -1.3535 -0.9966 -2.5700 -0.4243 2.4850 2.2251
H -2.4153 -0.1065 -1.7364 0.1054 -0.1614 -0.2889
O 0.2586 0.8144 -0.1653 0.6416 -0.0920 -1.1493
H -0.6212 0.5227 -0.5468 -0.1328 -0.4916 0.3128
H 0.8374 0.5824 -0.9282 0.1044 0.4168 0.5307
H 0.6359 0.3940 0.6900 -0.4382 -0.1169 0.5647

12.
120
Properties=species:S:1:pos:R:3:forces:R:3 method="wB97M-V/def2-TZVPD" spin_multiplicity=2 s_squared=0.751 homo_energy_ev="-0.687 / -8.616" total_charge=-1 orbital_gap_ev="2.31 / 10.14"
H -0.0815 0.9735 2.5575 0.0327 1.0217 -0.1038
H -0.2933 -0.4372 2.7491 -0.2443 -1.1600 -0.3515
O -0.0890 0.3286 3.2633 -0.2128 0.3575 0.7178
H 5.9972 2.1657 2.0556 -0.4227 0.7030 -0.3382
H 5.3512 2.5476 0.6089 0.0466 0.0697 1.0067
O 6.0125 2.0388 1.1003 0.6135 0.0959 -0.2584
H -1.1588 -2.8275 -2.2305 -0.1941 -0.1381 0.5194
H -2.3223 -3.2674 -2.9988 -0.4076 -0.1113 0.0689
O -2.0800 -3.0985 -2.0780 0.5895 0.2979 -0.7502
H 1.7456 -1.5518 3.6214 0.4307 -0.0300 0.2843
H 2.1931 -0.2019 3.1590 -0.5215 0.3289 -0.0584
O 2.2135 -1.1198 2.8768 -0.2622 -0.3172 0.8686
H 4.8789 -2.7216 -1.9269 0.3025 -0.1588 0.1394
H 5.4758 -1.3717 -1.8779 -0.0919 0.0676 0.0470
O 5.3801 -2.1550 -1.3235 -0.1854 -1.1681 -0.4940
H 3.4990 -0.9177 -2.9573 0.1438 0.5363 0.1616
O 4.3282 -0.4239 -3.1064 -0.0852 -0.3195 -0.6416
H -1.5444 -3.0230 5.4750 0.1055 -0.6990 -0.7778
O -1.1456 -2.3305 4.9239 -1.1818 0.9054 2.3262
H -4.9379 -2.4879 -1.4376 0.0656 -0.0088 -0.0477
H -4.2673 -3.4141 -0.4327 1.1593 -0.5847 0.3006
O -5.1039 -3.2158 -0.8339 -1.0250 0.4271 -0.1610
H -1.1213 4.4484 -2.1578 -0.0530 -0.1890 -0.1211
H -0.9948 3.8168 -0.7845 0.0758 -0.2161 0.0922
O -0.8104 3.6365 -1.7232 0.7718 0.6608 0.2187
H 1.4008 -2.9568 -4.4232 1.4104 -0.0223 1.4557
H 0.3553 -1.7624 -4.6344 0.4003 0.2404 0.6596
O 0.7004 -2.6034 -4.9149 -1.7466 -0.3016 -2.0587
H -0.0068 -3.0686 2.7201 0.2334 -0.1160 0.0691
H -1.2335 -2.2542 2.3747 -0.0360 -0.5801 -0.3201
O -0.8928 -3.1678 2.3677 0.0800 0.2487 0.0407
H 5.5911 -0.0514 1.2511 -0.3760 -0.4164 -0.3196
O 5.5593 -0.3748 0.3290 0.8081 0.3564 0.5732
H -3.6140 -0.5453 4.6829 -0.7837 -0.5707 0.5264
H -2.7724 0.4867 4.3038 0.1934 0.9356 0.4928
O -3.3773 0.3082 5.0552 0.7880 -0.3890 -1.1390
H 3.2143 3.4364 3.6671 -0.6569 0.0802 0.2789
H 2.3870 3.5552 2.3092 -0.7708 0.2366 0.3244
O 3.2437 3.4621 2.7146 1.3952 -0.4298 -0.6964
H -5.6131 2.9951 -0.6576 -0.0634 -0.1195 0.0587
H -4.3013 2.2059 -0.3687 -0.1228 -0.3032 0.0995
O -4.7046 3.0801 -0.3492 -0.2184 0.3651 -0.0547
H -3.4821 1.0676 -3.8219 0.2475 0.1281 0.3405
H -3.2427 -0.3846 -4.2769 -0.2131 -0.1241 -0.0635
O -3.7076 0.1530 -3.6233 -0.4950 -1.2778 -0.4502
H -4.2453 -1.8102 1.0181 -0.0678 0.0988 0.2415
H -4.6269 -1.3149 2.4375 0.3199 -0.0020 -0.5579
O -3.8695 -1.4653 1.8457 -0.3724 -0.1592 0.3518
H -4.6130 -0.2038 -1.9454 -0.4163 1.0539 -0.0139
H -5.3484 1.1776 -1.6064 0.0571 -0.5878 -0.6529
O -5.0774 0.3208 -1.2557 0.2894 -0.4647 0.5190
H -3.7641 2.2029 3.2130 -1.6267 1.2614 0.7734
O -3.2396 1.8491 2.5403 1.7100 -2.7753 -0.1981
H -0.0134 2.0663 -4.5140 -0.2788 1.4254 -0.6269
H 1.1285 2.1345 -5.2877 0.0000 0.9350 -0.6495
O 0.2690 2.6103 -5.2912 0.6344 -1.8372 1.1135
H -1.2729 -0.8369 -0.3616 0.8196 -0.4478 -0.7817
O -1.5208 -1.3966 0.3886 -0.2145 1.2060 0.0459
H -0.3001 4.9985 1.9971 -0.6804 0.5610 -0.5249
H -0.3778 6.2067 0.8896 -1.2931 0.2102 0.0972
O 0.1459 5.5726 1.3569 1.8536 -0.8214 0.4177
H 1.2820 4.7290 -1.6072 -0.6226 0.2848 0.6915
H 1.5427 5.9040 -0.5198 -0.9189 -0.3065 0.9663
O 1.8164 5.4738 -1.3115 1.5296 -0.1803 -1.6417
H 1.3326 0.3944 1.1900 -0.1222 -0.0935 -0.3066
H 2.3147 1.4525 1.5107 0.0139 0.3287 -0.1491
O 1.4556 1.3487 1.0779 -0.1167 -0.1930 0.5370
H -1.1034 -5.9447 0.4088 -0.5874 -0.4319 0.4078
H -0.3552 -4.6774 0.1950 0.3062 0.2143 0.1096
O -0.5791 -5.4998 -0.2458 0.8441 0.0579 -0.6026
H -2.3663 -2.9156 -5.8259 0.1516 -0.1893 -0.7703
H -2.0710 -1.3357 -5.8657 -0.0592 -0.2566 -0.5023
O -2.2751 -2.1124 -5.3318 -0.1632 0.7044 1.3183
H -1.7349 2.0687 -2.4362 0.1242 0.1973 0.5782
H -3.1494 1.5961 -2.0015 0.3707 -0.1211 0.1224
O -2.6707 2.1605 -2.6193 -0.8640 0.4894 -0.6213
H -1.1393 0.7815 -5.1344 0.2388 0.3621 0.1204
H -2.4542 1.4767 -5.5087 -0.5400 1.2417 0.3559
O -1.8800 0.7715 -5.7343 0.2386 -1.8939 -0.9641
H 2.6447 2.5321 -0.6367 -0.1436 0.1486 0.3558
H 3.9506 2.0441 -1.2389 -0.0979 0.0780 -0.1505
O 3.1149 1.7252 -0.8736 0.8623 0.0973 -0.1492
H 3.3669 -2.4339 2.1910 0.1287 1.0034 0.1050
H 4.8413 -3.1515 2.0447 0.3540 0.8176 -0.3453
O 3.9259 -3.1928 2.2881 -0.4589 -2.1513 0.6439
H 0.5041 -2.4901 5.0792 -0.3174 -0.2186 0.0729
H 1.8322 -3.3220 4.9678 -0.1495 0.2644 0.1038
O 1.4680 -2.4494 5.1796 0.7791 -0.2149 -0.1906
H 3.9643 -0.5504 3.0075 2.2575 1.1290 -0.3406
O 4.8301 0.0136 2.8815 -1.4676 -2.6827 1.5669
H -0.0918 -0.7190 -2.0027 -0.2176 0.8784 0.0203
H -1.5315 -0.4196 -2.4811 -0.7010 -0.2776 -0.2696
O -0.8247 -0.0546 -1.9511 0.8138 -0.6996 0.0894
H -3.2341 2.3079 1.7210 -0.2746 1.3245 -0.6043
H 4.3381 0.2179 -2.3997 -0.3358 0.3026 0.2595
H -2.1343 -0.7186 0.7043 -0.6541 -0.4787 0.9821
H -1.3344 -1.6231 5.5978 0.5046 0.1389 -1.2661
H 6.4000 -0.0217 0.0289 0.1000 -0.0535 -0.4300
H 4.5235 0.7993 2.4881 -0.7981 1.7444 -0.7031
O -1.7706 3.5340 4.4821 1.5435 -1.1398 0.2888
H -1.7905 4.4749 4.5267 -0.8157 0.8354 -0.0436
H -2.6169 3.1062 4.4073 -0.3734 0.5353 -0.0950
O -2.8129 -4.3773 0.7903 -0.0669 0.9406 0.8414
H -1.9800 -4.0489 0.4421 -0.1121 -0.1547 -1.0352
H -2.7643 -3.7701 1.5530 -0.8014 -0.5186 0.1665
O -3.3889 4.7463 1.2530 -0.9725 -0.3030 0.7016
H -2.9557 4.8083 0.4007 0.1005 -0.0091 -0.4423
H -4.2253 4.2520 1.0518 1.0953 0.6172 -0.0372
O 2.2683 -5.3616 -0.9571 -0.8843 0.0837 -0.1527
H 1.3560 -5.7334 -0.9699 0.6883 0.1850 0.1085
H 2.0924 -4.4314 -0.7564 0.2024 -0.2554 0.0958
O 3.1193 -1.0410 0.6307 -0.1417 0.6721 0.0737
H 3.8267 -1.6696 0.7884 0.2944 -0.2982 -0.4795
H 3.6066 -0.3236 0.2190 0.5365 0.4440 -0.1352
O 1.1551 1.5381 -2.8425 0.3502 -0.4919 -1.2374
H 0.2263 1.7455 -2.7918 -0.2607 0.1324 0.7639
H 1.5612 1.9246 -2.0758 0.2253 0.0806 0.4862
O 1.9868 -1.4177 -1.5328 -0.5531 0.5626 -0.2084
H 2.2297 -0.9537 -0.6673 -0.3536 -1.1178 -1.2438
H 2.4550 -2.2499 -1.4393 0.0340 -0.1327 0.1653